# 1
Here is the ion C10H13N4 with charge +1 in a non-equilibrium geometry from the Open Molecules 2025 dataset. Energies are from ωB97M-V with the def2-TZVPD basis set.

Computed properties:
Spin multiplicity ... 1
SMILES ... NC1=N[NH+]=C[C@@H](N)[C@H]1c1ccccc1
Kohn-Sham gap ... 8.05 eV
E_HOMO ... -12.580 eV
Energy above the lowest of the compared OMol25 structures with the same formula, charge and spin ... 222.82 kJ/mol
E_tot ... -16532.5927 eV
Total charge ... +1

```
27
C10H13N4, DFT ωB97M-V with the def2-TZVPD basis set
N -2.45 -1.08 0.51
N -2.44 -0.01 1.39
N -1.93 -2.04 -1.36
N -0.31 2.50 -0.20
C 0.86 -0.93 0.84
C -1.84 1.13 1.22
C -1.25 1.40 -0.17
C 0.71 -0.23 -0.39
C 2.15 -1.22 1.28
C -0.70 0.06 -0.85
C 1.85 0.20 -1.06
C -1.65 -1.09 -0.52
C 3.31 -0.70 0.67
C 3.14 0.15 -0.42
H -2.00 1.58 -0.91
H 0.61 2.29 -0.07
H -1.77 1.93 1.94
H 2.38 -1.82 2.24
H -2.81 -2.50 -1.19
H 3.87 0.68 -0.92
H -0.57 3.34 -0.64
H -2.94 -0.34 2.16
H -0.09 -1.18 1.33
H 1.67 0.80 -2.02
H -0.54 0.09 -1.97
H 4.09 -0.98 1.28
H -1.35 -2.02 -2.17
```


# 2
Here is the molecule C10H13N5O4 in a non-equilibrium geometry from the Open Molecules 2025 dataset. Energies are from ωB97M-V with the def2-TZVPD basis set.

Computed properties:
Spin multiplicity ... 1
SMILES ... Nc1ncnc2c1ncn2[C@@H]1O[C@H](CO)[C@@H](O)[C@H]1O
Kohn-Sham gap ... 8.74 eV
E_HOMO ... -8.480 eV
Energy above the lowest of the compared OMol25 structures with the same formula, charge and spin ... 1182.28 kJ/mol
E_tot ... -26210.0822 eV

```
32
C10H13N5O4, DFT ωB97M-V with the def2-TZVPD basis set
O 2.86 1.50 -1.89
O 2.91 1.67 1.18
O 0.23 -1.41 1.93
O 1.88 -1.48 -0.76
N -2.29 -1.56 -1.05
N -0.99 1.47 -0.27
N -0.38 -0.60 -0.95
N -3.14 1.70 0.53
N -4.65 -0.20 0.35
C -2.06 2.13 0.38
C -1.02 -1.61 -1.46
C 1.01 -0.24 -1.48
C 2.34 -0.65 0.62
C 1.69 -1.47 1.66
C -2.36 -0.37 -0.45
C -1.24 0.30 -0.47
C 1.62 1.07 -0.77
C -3.33 0.34 0.13
C 1.94 0.77 0.46
H 1.21 -0.58 -2.33
H -0.01 -2.03 1.09
H 1.99 -2.56 1.87
H -4.81 -1.06 -0.02
H -1.99 3.15 0.83
H 1.00 1.66 -1.10
H 2.15 -0.86 2.63
H 3.48 2.05 0.30
H 1.13 1.13 1.12
H 3.38 -0.83 0.74
H 3.52 0.58 -1.67
H -5.45 0.28 0.62
H -0.59 -2.29 -1.77
```


# 3
Here is the molecule C10H13NO in a non-equilibrium geometry from the Open Molecules 2025 dataset. Energies are from ωB97M-V with the def2-TZVPD basis set.

Computed properties:
Spin multiplicity ... 1
SMILES ... C/C=C\C=C/C1=NCCC(=O)C1
Kohn-Sham gap ... 8.37 eV
E_HOMO ... -8.334 eV
Energy above the lowest of the compared OMol25 structures with the same formula, charge and spin ... 611.00 kJ/mol
E_tot ... -14112.1020 eV

```
25
C10H13NO, DFT ωB97M-V with the def2-TZVPD basis set
O -3.63 -0.63 0.81
N -0.16 0.35 -0.79
C -0.46 -0.80 -0.38
C 0.59 -1.48 0.23
C 2.64 -0.38 -0.78
C -2.60 -0.32 0.19
C 2.66 0.73 -0.01
C -1.26 1.53 -0.98
C -2.36 1.22 0.05
C -1.78 -1.46 -0.37
C 1.94 -1.55 -0.19
C 1.96 0.88 1.54
H 2.43 -2.40 0.31
H 1.59 -0.14 1.73
H 3.34 -0.54 -1.63
H -0.76 2.42 -0.98
H 2.93 1.89 -0.40
H -2.07 -2.56 -0.06
H -1.90 -1.62 -1.41
H 1.09 1.56 1.48
H 2.78 1.14 2.21
H 0.18 -2.36 0.56
H -2.06 1.32 1.22
H -1.80 1.52 -2.05
H -3.28 1.69 -0.30
```


# 4
Here is the molecule C10H13NO in a non-equilibrium geometry from the Open Molecules 2025 dataset. Energies are from ωB97M-V with the def2-TZVPD basis set.

Computed properties:
Spin multiplicity ... 1
SMILES ... C/C=C1/C=C[C@H]2NCC[C@H]3O[C@@]123
Kohn-Sham gap ... 9.09 eV
E_HOMO ... -8.205 eV
Energy above the lowest of the compared OMol25 structures with the same formula, charge and spin ... 274.70 kJ/mol
E_tot ... -14115.5875 eV

```
25
C10H13NO, DFT ωB97M-V with the def2-TZVPD basis set
O 0.33 -0.94 -0.96
N 2.41 0.30 0.41
C 0.64 0.02 2.38
C 1.09 0.53 1.03
C -0.64 -0.49 2.33
C -3.08 -1.09 -0.66
C -1.17 -0.45 0.98
C 1.30 1.21 -1.74
C 0.07 0.35 -1.37
C 2.60 0.72 -0.99
C 0.00 -0.04 0.11
C -2.49 -0.78 0.73
H 1.48 1.07 -2.84
H 3.33 1.58 -0.97
H -0.84 0.42 -1.99
H -2.30 -1.05 -1.43
H 1.08 2.25 -1.50
H 0.89 1.64 1.01
H -3.45 -2.14 -0.68
H -1.20 -0.89 3.18
H 3.06 -0.09 -1.57
H 1.26 0.11 3.31
H -3.07 -1.12 1.58
H 2.60 -0.71 0.49
H -3.88 -0.39 -0.86
```


# 5
Here is a structure of composition C10H13NOS in a non-equilibrium geometry from the Open Molecules 2025 dataset. Energies are from ωB97M-V with the def2-TZVPD basis set.

Computed properties:
Spin multiplicity ... 1
Kohn-Sham gap ... 8.57 eV
E_HOMO ... -8.601 eV
Energy above the lowest of the compared OMol25 structures with the same formula, charge and spin ... 650.01 kJ/mol
E_tot ... -24947.7251 eV

```
26
C10H13NOS, DFT ωB97M-V with the def2-TZVPD basis set
S 0.18 -0.75 -0.53
O 0.58 -2.11 -0.93
N -0.05 0.39 -1.53
C 1.46 1.05 0.85
C -1.50 -2.04 1.56
C 3.22 -0.62 2.23
C 2.44 1.59 1.69
C -1.82 -0.99 0.79
C -1.34 0.51 -2.24
C 2.26 -1.19 1.29
C 3.25 0.73 2.40
C -2.04 1.81 -1.89
C 1.46 -0.31 0.66
H 3.99 1.20 2.93
H 0.66 1.70 0.35
H -2.83 2.01 -2.66
H -2.37 1.78 -0.78
H 2.50 2.61 1.91
H -2.08 -2.46 2.35
H -2.53 -0.26 0.75
H 3.78 -1.31 2.68
H 2.11 -2.20 1.34
H -0.54 -2.51 1.39
H -1.84 -0.37 -1.95
H -1.26 0.47 -3.42
H -1.40 2.61 -1.88
```


# 6
Here is the ion C10H13O5 with charge +1 in a non-equilibrium geometry from the Open Molecules 2025 dataset. Energies are from ωB97M-V with the def2-TZVPD basis set.

Computed properties:
Spin multiplicity ... 1
Kohn-Sham gap ... 6.75 eV
E_HOMO ... -11.596 eV
Energy above the lowest of the compared OMol25 structures with the same formula, charge and spin ... 491.63 kJ/mol
E_tot ... -20803.5151 eV
Total charge ... +1

```
28
C10H13O5, DFT ωB97M-V with the def2-TZVPD basis set
O 3.00 0.11 -1.35
O -3.15 -0.38 1.83
O -0.45 -1.51 -0.08
O -3.41 1.00 0.13
O -0.58 -0.88 -1.35
C 2.78 -1.22 1.25
C 0.36 0.46 -2.87
C -1.41 1.18 1.84
C 0.28 -0.81 0.97
C 1.70 -0.61 0.40
C -2.67 0.62 1.16
C 0.36 0.27 -1.42
C -0.31 1.12 -0.31
C -0.53 0.48 0.90
C 1.77 -0.10 -0.86
H -3.80 -1.11 1.60
H 2.92 -2.24 0.78
H -0.59 0.01 -3.19
H 2.28 -1.24 2.18
H 1.25 -0.25 -3.24
H -1.40 0.72 2.90
H -3.71 0.20 -0.37
H 3.74 -0.70 1.24
H -1.18 1.63 -0.63
H 0.71 1.40 -3.29
H 0.13 -1.40 1.81
H -1.26 2.27 1.87
H 3.15 0.99 -1.89
```


# 7
Here is the molecule C10H14 in a non-equilibrium geometry from the Open Molecules 2025 dataset. Energies are from ωB97M-V with the def2-TZVPD basis set.

Computed properties:
Spin multiplicity ... 3
Kohn-Sham gap (alpha / beta) ... 6.63 / 7.71 eV
E_HOMO (alpha / beta) ... -5.632 / -8.659 eV
Energy above the lowest of the compared OMol25 structures with the same formula, charge and spin ... 84.33 kJ/mol
E_tot ... -10589.0139 eV
⟨S²⟩ ... 2.0246

```
24
C10H14, DFT ωB97M-V with the def2-TZVPD basis set
C 0.78 1.62 -0.19
C -1.09 -1.68 1.28
C -0.36 0.72 -0.71
C 0.42 3.06 -0.10
C 2.27 1.31 -0.55
C -2.01 -2.52 2.08
C -0.59 -0.42 1.46
C -0.19 -0.78 -1.17
C -0.49 -2.02 -0.18
C -0.15 0.65 0.75
H -1.40 -3.10 2.94
H 2.80 1.53 0.31
H 2.36 0.29 -0.94
H 2.50 2.06 -1.34
H -0.75 -1.03 -2.12
H -0.40 3.23 0.71
H 1.18 3.81 0.40
H -1.08 -2.69 -0.88
H -2.58 -3.20 1.50
H -1.28 1.21 -1.10
H 0.51 -2.42 0.05
H 0.03 3.54 -0.97
H 0.87 -1.03 -1.36
H -2.70 -1.85 2.64
```


# 8
Here is a structure of composition C10H14AsF3N6S5V from the Open Molecules 2025 dataset. Energies are from ωB97M-V with the def2-TZVPD basis set.

Computed properties:
Spin multiplicity ... 3
Kohn-Sham gap (alpha / beta) ... 5.21 / 5.27 eV
E_HOMO (alpha / beta) ... -3.281 / -3.339 eV
Energy above the lowest of the compared OMol25 structures with the same formula, charge and spin ... 0.00 kJ/mol
E_tot ... -168399.8053 eV
Total charge ... -1
⟨S²⟩ ... 2.0320

```
40
C10H14AsF3N6S5V, DFT ωB97M-V with the def2-TZVPD basis set
As -2.17 3.41 -2.50
V -0.46 0.04 -0.64
S -2.52 -0.35 -1.47
S 2.14 -0.18 -0.40
S -0.15 4.12 -2.24
S -3.22 3.33 -0.65
S -1.31 0.78 -2.74
F 4.63 -2.13 -0.92
F 4.36 -4.20 -0.37
F 3.83 -2.64 1.02
N -0.62 1.25 2.52
N -0.62 -0.76 1.35
N -0.74 3.47 1.99
N -0.35 1.88 0.29
N -0.22 -0.70 3.66
N 0.37 -1.82 -1.24
C -0.47 -0.10 2.43
C 2.41 -2.96 -0.83
C -0.18 -2.94 -1.71
C -0.58 2.21 1.50
C 1.85 -4.12 -1.31
C 3.80 -2.97 -0.29
C -1.58 3.72 3.14
C -0.42 4.61 1.13
C 1.66 -1.76 -0.85
C 0.54 -4.13 -1.79
H 0.08 -5.02 -2.18
H 0.51 4.41 0.59
H -1.22 -2.85 -2.01
H -0.28 5.47 1.78
H -1.21 4.79 0.40
H 2.43 -5.03 -1.32
H -2.13 4.65 2.96
H -2.33 2.94 3.27
H 0.07 -1.66 3.60
H -1.00 3.84 4.07
H 0.38 -0.17 4.28
H -0.43 -1.75 1.46
H -0.57 1.63 3.45
H -0.36 2.65 -0.40
```


# 9
Here is a structure of composition C10H14BBrN6Pt in a non-equilibrium geometry from the Open Molecules 2025 dataset. Energies are from ωB97M-V with the def2-TZVPD basis set.

Computed properties:
Spin multiplicity ... 3
Kohn-Sham gap (alpha / beta) ... 8.39 / 5.10 eV
E_HOMO (alpha / beta) ... -15.917 / -15.892 eV
Energy above the lowest of the compared OMol25 structures with the same formula, charge and spin ... 0.00 kJ/mol
E_tot ... -93483.1319 eV
Total charge ... +2
⟨S²⟩ ... 2.0276

```
33
C10H14BBrN6Pt, DFT ωB97M-V with the def2-TZVPD basis set
Pt 0.72 1.55 1.88
Br 1.81 0.40 3.76
N -1.16 -0.63 0.73
N -0.90 0.24 1.80
N 1.68 -2.10 -1.40
N 0.01 1.84 0.00
N 0.27 -1.95 -1.38
N -0.27 0.89 -0.98
C -0.45 2.93 -1.91
C 0.78 -4.01 -2.21
C -2.66 -1.04 2.35
C -0.09 3.08 -0.56
C 1.97 -3.34 -1.78
C -0.25 -3.09 -1.97
C -2.26 -1.36 1.06
C -1.78 -0.05 2.79
C 2.40 2.58 1.49
C -0.59 1.56 -2.13
B -0.60 -0.66 -0.78
H -1.63 -0.84 -1.46
H -3.43 -1.54 2.92
H 2.98 -3.75 -1.74
H 1.60 2.84 2.31
H -1.31 -3.19 -2.23
H 3.32 2.29 1.98
H -1.72 0.40 3.77
H 0.75 -5.02 -2.61
H 2.47 3.53 0.97
H 0.14 3.96 0.02
H -2.66 -2.09 0.36
H -0.54 3.72 -2.65
H 2.26 1.86 0.64
H -0.83 0.99 -3.03
```


# 10
Here is a structure of composition C10H14BBrN6Pt in a non-equilibrium geometry from the Open Molecules 2025 dataset. Energies are from ωB97M-V with the def2-TZVPD basis set.

Computed properties:
Spin multiplicity ... 5
Kohn-Sham gap (alpha / beta) ... 8.45 / 5.30 eV
E_HOMO (alpha / beta) ... -24.258 / -23.634 eV
E_tot ... -93450.7391 eV
Total charge ... +4
⟨S²⟩ ... 6.0447

```
33
C10H14BBrN6Pt, DFT ωB97M-V with the def2-TZVPD basis set
Pt -0.17 0.05 1.61
Br -1.61 0.83 3.36
N 1.43 -0.21 -0.88
N 0.19 1.96 -0.78
N 1.36 -0.52 0.45
N -1.48 -0.64 -0.32
N -0.98 -0.16 -1.51
N 0.06 1.83 0.59
C -0.14 3.98 0.09
C -1.78 -0.55 -2.55
C -2.85 -1.29 -2.01
C 2.45 -0.91 -1.44
C 3.11 -1.59 -0.40
C -0.09 -2.25 2.97
C -0.12 3.07 1.13
C -2.60 -1.32 -0.61
C 2.41 -1.32 0.78
C 0.05 3.26 -1.10
B 0.36 0.66 -1.60
H -0.31 5.04 0.17
H 0.51 -3.14 2.77
H 2.52 -0.85 -2.50
H -0.30 3.23 2.20
H 3.96 -2.21 -0.54
H -0.86 -2.58 3.68
H -1.50 -0.28 -3.55
H -0.54 -1.90 2.04
H 0.65 0.89 -2.71
H -3.24 -1.83 0.11
H 2.58 -1.65 1.80
H 0.51 -1.51 3.47
H 0.06 3.63 -2.12
H -3.65 -1.71 -2.57
```


# 11
Here is a structure of composition C10H14BCaN7O2 in a non-equilibrium geometry from the Open Molecules 2025 dataset. Energies are from ωB97M-V with the def2-TZVPD basis set.

Computed properties:
Spin multiplicity ... 1
Kohn-Sham gap (alpha / beta) ... 5.01 / 4.15 eV
E_HOMO (alpha / beta) ... -14.779 / -14.774 eV
E_tot ... -44218.1467 eV
Total charge ... +2

```
35
C10H14BCaN7O2, DFT ωB97M-V with the def2-TZVPD basis set
Ca -1.06 -1.27 2.19
O 0.99 -2.13 2.45
O 2.52 -2.71 3.87
N 1.94 1.12 -0.88
N 1.37 -2.36 3.68
N -0.31 -1.71 -0.22
N 1.07 1.04 -1.95
N -1.21 0.65 0.72
N -0.44 -1.15 -1.49
N -1.22 1.07 -0.61
C 1.70 1.54 -3.05
C -0.37 -3.05 -0.39
C -0.71 -3.36 -1.71
C -0.71 -2.13 -2.39
C 3.11 1.57 -1.31
C -2.12 2.08 -0.75
C 3.01 1.87 -2.70
C -2.65 2.38 0.51
C -2.01 1.50 1.40
C -0.16 0.25 3.72
B -0.38 0.40 -1.75
H 1.17 1.62 -3.98
H -0.43 1.26 4.07
H -3.37 3.13 0.78
H -2.33 2.52 -1.71
H 3.96 1.64 -0.66
H 0.66 -0.21 4.30
H -1.11 -0.37 3.89
H -0.12 -3.71 0.44
H 3.81 2.26 -3.31
H -0.87 -1.89 -3.43
H 0.20 0.39 2.67
H -0.95 0.60 -2.79
H -0.93 -4.33 -2.10
H -2.06 1.46 2.48
```


# 12
Here is a structure of composition C10H14BCoF5N6OTe in a non-equilibrium geometry from the Open Molecules 2025 dataset. Energies are from ωB97M-V with the def2-TZVPD basis set.

Computed properties:
Spin multiplicity ... 4
Kohn-Sham gap (alpha / beta) ... 5.52 / 4.77 eV
E_HOMO (alpha / beta) ... -16.414 / -16.383 eV
E_tot ... -80745.4237 eV
Total charge ... +2
⟨S²⟩ ... 3.8490

```
39
C10H14BCoF5N6OTe, DFT ωB97M-V with the def2-TZVPD basis set
Te -1.92 0.44 3.69
Co 0.42 -0.10 1.21
F -3.62 1.31 3.07
F -2.67 -1.32 3.09
F -1.22 2.22 4.30
F -0.24 -0.36 4.44
F -2.70 0.12 5.51
O -1.11 0.80 1.82
N 0.50 1.65 -1.14
N -1.27 -0.94 -1.01
N 1.81 -0.49 -1.49
N 1.91 -0.81 -0.18
N 0.33 1.62 0.21
N -0.66 -0.43 -2.11
C 3.00 -1.57 -0.02
C -1.40 -0.68 -3.24
C 0.14 2.88 0.65
C 0.18 3.76 -0.45
C 0.41 2.94 -1.56
C 2.84 -1.06 -2.17
C -2.54 -1.36 -2.86
C -2.41 -1.50 -1.45
C 3.63 -1.77 -1.27
C 0.19 -1.69 1.85
B 0.65 0.37 -2.05
H 4.53 -2.33 -1.48
H 0.94 0.77 -3.15
H 2.93 -0.91 -3.25
H 3.29 -1.93 0.97
H -0.46 -1.89 2.71
H 0.07 4.84 -0.44
H 0.51 3.17 -2.61
H -3.35 -1.73 -3.50
H -0.40 -1.65 0.92
H 0.83 -0.71 2.48
H -3.08 -1.98 -0.74
H -1.05 -0.35 -4.22
H 0.00 3.07 1.71
H 0.99 -2.44 1.74
```